Here is C10H12N2O2 in the gas phase in a non-equilibrium geometry from the Open Molecules 2025 dataset. Energies are from the ωB97M-V functional and the def2-TZVPD basis.

## Properties
highest occupied orbital energy: -8.0 eV
electronic energy: -648.04070 hartree
HOMO-LUMO gap: 7.5 eV
relative energy (zero: lowest compared OMol25 entry of this formula, charge and spin): 5.510 eV
total charge: 0
LUMO: -0.018 Ha
molar mass: 192.22 g mol⁻¹

Geometry as XYZ:
```
26
Properties=species:S:1:pos:R:3:mulliken_charge:R:1
C -0.610 2.645 0.855 -0.34
C -1.274 2.617 -0.339 -0.63
C 0.101 1.642 1.570 -0.62
C -1.881 1.432 -0.909 -0.45
C 0.124 0.342 1.187 -0.69
C -1.435 0.133 -0.762 -0.19
C 0.594 -2.259 -1.105 0.79
C -0.282 -0.301 -0.017 0.81
C -0.936 -2.577 0.751 -0.94
C 2.469 0.136 -0.478 -0.90
N -0.023 -1.788 -0.021 -0.06
N 1.315 -0.043 -1.249 -0.33
O 0.516 -3.375 -1.453 -0.62
O 1.358 -1.365 -1.693 -0.24
H -0.297 3.708 1.025 0.26
H -1.679 3.527 -0.697 0.36
H 0.493 1.888 2.473 0.52
H -2.724 1.634 -1.554 0.37
H 0.660 -0.123 1.941 0.43
H -1.907 -0.731 -1.288 0.40
H -0.766 -2.556 1.784 0.22
H -1.889 -2.042 0.634 0.32
H -0.766 -3.523 0.228 0.47
H 2.539 1.039 0.204 0.29
H 3.077 -0.548 0.094 0.39
H 3.220 0.486 -1.184 0.38
```

***

Here is a gas-phase ion, C10H12N2O8 (charge -4) from the Open Molecules 2025 dataset. Energies are from the ωB97M-V functional and the def2-TZVPD basis.

## Properties
highest occupied orbital energy: 3.7 eV
SMILES: O=C([O-])CN(CCN(CC(=O)[O-])CC(=O)[O-])CC(=O)[O-]
electronic energy: -1099.47515 hartree
HOMO-LUMO gap: 6.2 eV
total charge: -4
LUMO: 0.364 Ha
molar mass: 288.21 g mol⁻¹

Geometry as XYZ:
```
32
Properties=species:S:1:pos:R:3:mulliken_charge:R:1
O 3.767 2.383 -1.883 -0.82
C 3.128 1.328 -1.627 0.59
O 2.871 0.426 -2.442 -0.65
C 2.681 1.223 -0.120 -0.92
N 1.786 0.188 0.389 0.39
C 2.413 -1.126 0.414 -0.47
H 1.643 -1.865 0.672 0.23
H 2.804 -1.405 -0.583 0.26
C 3.589 -1.397 1.425 0.36
O 4.003 -0.513 2.193 -0.71
O 4.033 -2.572 1.368 -0.79
C 0.459 0.186 -0.231 -0.27
H 0.274 1.187 -0.632 0.37
C -0.661 -0.153 0.795 -1.24
N -2.046 -0.257 0.339 0.34
C -2.223 -1.203 -0.757 -0.36
H -1.580 -2.067 -0.546 0.30
H -1.911 -0.767 -1.730 0.21
C -3.676 -1.782 -0.980 0.32
O -4.404 -1.197 -1.809 -0.73
O -3.958 -2.851 -0.399 -0.76
C -2.699 1.016 0.084 -0.47
H -3.636 0.792 -0.440 0.32
H -2.106 1.665 -0.593 0.13
C -3.126 1.917 1.302 0.41
O -3.062 1.492 2.467 -0.71
O -3.557 3.047 0.961 -0.79
H -0.409 -1.114 1.262 0.29
H -0.652 0.606 1.581 0.27
H 0.411 -0.520 -1.076 0.22
H 2.237 2.198 0.132 0.30
H 3.606 1.133 0.461 0.39
```

***

Here is a gas-phase ion, C10H12N3O (charge +1) in a non-equilibrium geometry from the Open Molecules 2025 dataset. Energies are from the ωB97M-V functional and the def2-TZVPD basis.

## Properties
highest occupied orbital energy: -11.0 eV
SMILES: N/[NH+]=C/N/C=c1/ccccc1=C=CO
electronic energy: -627.33806 hartree
HOMO-LUMO gap: 6.6 eV
relative energy (zero: lowest compared OMol25 entry of this formula, charge and spin): 5.690 eV
total charge: +1
LUMO: -0.160 Ha
molar mass: 190.23 g mol⁻¹

Geometry as XYZ:
```
26
Properties=species:S:1:pos:R:3:mulliken_charge:R:1
C 2.418 0.962 2.918 -0.57
C 1.257 0.268 3.540 -0.39
C 2.354 1.042 1.608 -0.71
C 0.153 -0.023 2.859 -1.01
C 1.451 0.889 -0.566 -0.57
C 1.303 0.536 0.779 1.15
C 0.150 -0.069 1.402 1.10
C -0.990 -0.396 0.782 -0.05
C -0.141 -0.492 -1.909 -0.23
C -2.060 -0.831 0.177 -0.42
N 0.701 0.538 -1.688 -0.17
N -1.049 -0.403 -2.955 0.11
N -1.930 -1.388 -3.328 -0.70
O -3.185 -0.195 -0.331 -0.44
H 3.273 1.313 3.500 0.41
H 1.398 0.274 4.635 0.34
H 3.198 1.537 0.997 0.10
H -0.619 -0.536 3.481 0.30
H 2.390 1.464 -0.759 0.27
H -0.245 -1.367 -1.273 0.71
H -2.388 -1.866 0.159 0.39
H 0.687 1.176 -2.436 0.23
H -1.154 0.496 -3.439 0.25
H -1.490 -2.374 -3.407 0.31
H -2.413 -1.276 -4.238 0.29
H -3.068 0.721 -0.508 0.32
```

***

Here is 2 unconnected molecules or ions with the total composition C10H12N4 in a non-equilibrium geometry from the Open Molecules 2025 dataset. Energies are from the ωB97M-V functional and the def2-TZVPD basis.

## Properties
highest occupied orbital energy: -8.7 eV
SMILES: C=C(C)c1ccccc1.c1nn[nH]n1
electronic energy: -607.15881 hartree
HOMO-LUMO gap: 9.6 eV
relative energy (zero: lowest compared OMol25 entry of this formula, charge and spin): 2.018 eV
total charge: 0
LUMO: 0.031 Ha
molar mass: 188.23 g mol⁻¹

Geometry as XYZ:
```
26
Properties=species:S:1:pos:R:3:mulliken_charge:R:1
C -2.626 -2.227 -0.841 -0.34
C -2.976 -1.314 0.140 -0.71
C -1.347 -2.172 -1.382 -0.61
C -2.014 -0.360 0.457 -0.11
C -0.458 -1.110 -1.150 -0.06
C 3.326 -1.308 0.519 -0.18
C -0.737 -0.247 -0.152 0.57
C 0.530 0.794 1.732 -1.26
C 0.572 1.932 -0.322 -1.15
C 0.116 0.861 0.318 0.43
N 3.864 -0.276 1.111 -0.48
N 2.791 -0.949 -0.727 -0.22
N 3.517 0.747 0.253 0.36
N 3.076 0.280 -0.854 -0.28
H -3.181 -3.019 -1.333 0.34
H -3.885 -1.190 0.685 0.40
H -1.067 -2.995 -2.033 0.36
H -2.213 0.323 1.415 0.09
H 0.550 -1.050 -1.591 0.45
H 3.378 -2.205 0.951 0.55
H -0.404 0.623 2.348 0.38
H 1.190 -0.036 1.722 0.27
H 1.086 1.658 2.059 0.33
H 3.730 1.718 0.349 0.22
H 0.344 2.009 -1.383 0.25
H 1.016 2.807 0.054 0.42
```

***

Here is C10H12N4O in the gas phase in a non-equilibrium geometry from the Open Molecules 2025 dataset. Energies are from the ωB97M-V functional and the def2-TZVPD basis.

## Properties
highest occupied orbital energy: -8.7 eV
SMILES: CN(C)c1nc(=O)[nH]n1-c1ccccc1
electronic energy: -682.46569 hartree
HOMO-LUMO gap: 9.3 eV
relative energy (zero: lowest compared OMol25 entry of this formula, charge and spin): 2.468 eV
total charge: 0
LUMO: 0.020 Ha
molar mass: 204.23 g mol⁻¹

Geometry as XYZ:
```
27
Properties=species:S:1:pos:R:3:mulliken_charge:R:1
C 2.005 2.405 -1.559 -0.48
C 1.933 2.721 -0.204 -0.39
C 1.178 1.416 -2.028 -0.75
C 1.128 2.038 0.692 -0.72
C 0.356 0.691 -1.193 -0.15
C 0.337 1.027 0.165 0.51
C -1.174 -0.881 0.782 0.67
C -2.798 0.552 1.342 0.37
C -1.142 -2.983 -0.468 -0.94
C 0.848 -2.089 0.309 -1.23
N -2.468 -0.718 0.890 -0.66
N -1.541 1.235 1.561 -0.41
N -0.535 0.403 1.069 0.34
N -0.537 -1.913 0.239 0.08
O -3.802 1.032 1.773 -0.58
H 2.789 2.850 -2.235 0.31
H 2.596 3.543 0.143 0.30
H 1.332 1.086 -2.995 0.43
H 1.004 2.251 1.693 0.52
H -0.162 -0.171 -1.603 0.43
H -2.171 -2.948 -0.458 0.40
H -0.564 -3.011 -1.520 0.25
H -0.807 -3.880 0.104 0.30
H 1.343 -1.886 -0.635 0.41
H 1.212 -1.369 0.959 0.43
H 1.097 -3.136 0.748 0.37
H -1.457 1.733 2.433 0.20
```

***

Here is C10H12N4O in the gas phase in a non-equilibrium geometry from the Open Molecules 2025 dataset. Energies are from the ωB97M-V functional and the def2-TZVPD basis.

## Properties
highest occupied orbital energy: -9.5 eV
SMILES: N#Cc1cnn(C(=O)N2CCCCC2)c1
electronic energy: -682.50307 hartree
HOMO-LUMO gap: 9.8 eV
relative energy (zero: lowest compared OMol25 entry of this formula, charge and spin): 1.450 eV
total charge: 0
LUMO: 0.011 Ha
molar mass: 204.23 g mol⁻¹

Geometry as XYZ:
```
27
Properties=species:S:1:pos:R:3:mulliken_charge:R:1
N -6.024 -1.933 -1.030 -0.51
O -0.225 -2.321 1.083 -0.66
C -4.932 -1.558 -0.860 -0.03
N -1.802 0.285 -0.824 -0.78
C -0.333 -1.154 0.663 0.52
C -3.023 0.136 -1.271 -0.09
C -3.612 -1.034 -0.634 -0.18
C -2.663 -1.578 0.151 -0.03
N -1.546 -0.774 0.009 0.51
N 0.748 -0.287 0.736 0.29
C 2.121 -0.772 0.752 -0.92
C 0.579 1.128 0.982 -0.83
C 2.914 -0.066 -0.334 -0.49
C 1.243 1.907 -0.160 -0.63
C 2.686 1.494 -0.259 -0.72
H -3.523 0.803 -1.934 0.50
H -2.694 -2.502 0.717 0.49
H 2.594 -0.567 1.723 0.34
H 2.213 -1.824 0.629 0.41
H -0.467 1.480 1.049 0.36
H 1.040 1.401 1.924 0.42
H 3.966 -0.389 -0.182 0.35
H 2.608 -0.455 -1.314 0.29
H 1.090 2.960 -0.002 0.42
H 0.736 1.683 -1.070 0.34
H 3.109 1.991 -1.141 0.34
H 3.197 1.945 0.596 0.30
```

***

Here is a molecular structure, C10H12NO in a non-equilibrium geometry from the Open Molecules 2025 dataset. Energies are from the ωB97M-V functional and the def2-TZVPD basis.

## Properties
highest occupied orbital energy: -12.5 eV
electronic energy: -517.83589 hartree
HOMO-LUMO gap: 9.0 eV
relative energy (zero: lowest compared OMol25 entry of this formula, charge and spin): 4.063 eV
total charge: +1
LUMO: -0.127 Ha
molar mass: 162.21 g mol⁻¹

Geometry as XYZ:
```
24
Properties=species:S:1:pos:R:3:mulliken_charge:R:1
C -0.981 -3.418 -0.038 -0.27
C -1.856 -2.428 0.234 -0.44
C 0.348 -3.136 -0.202 -0.30
C -1.541 -1.060 0.383 -0.59
C 0.801 -1.786 -0.126 -0.59
C -0.171 -0.767 0.082 0.32
C 0.626 1.546 -1.508 -0.83
C 1.240 2.048 1.296 -0.53
C -0.145 1.958 0.573 -0.17
C 0.438 0.523 0.233 0.92
N -0.090 2.605 -0.726 -0.11
O 1.583 0.791 0.876 -0.42
H -1.315 -4.551 -0.179 0.27
H -2.879 -2.801 0.614 0.25
H 1.124 -3.997 -0.249 0.28
H -2.182 -0.299 0.668 0.53
H 1.872 -1.605 -0.327 0.35
H 1.541 1.915 -1.955 0.34
H -0.089 1.023 -2.196 0.33
H 1.856 2.868 0.665 0.21
H 1.276 2.211 2.423 0.32
H -0.970 2.064 1.310 0.47
H 0.457 3.489 -0.683 0.33
H -0.943 2.806 -1.168 0.34
```

***

Here is a gas-phase ion, C10H12NOS (charge +1) in a non-equilibrium geometry from the Open Molecules 2025 dataset. Energies are from the ωB97M-V functional and the def2-TZVPD basis.

## Properties
highest occupied orbital energy: -12.5 eV
electronic energy: -916.07225 hartree
HOMO-LUMO gap: 6.7 eV
relative energy (zero: lowest compared OMol25 entry of this formula, charge and spin): 3.263 eV
total charge: +1
LUMO: -0.213 Ha
molar mass: 194.28 g mol⁻¹

Geometry as XYZ:
```
25
Properties=species:S:1:pos:R:3:mulliken_charge:R:1
C 2.403 -0.194 -2.432 -0.51
C 1.443 -1.021 -3.112 -0.44
C 2.122 0.527 -1.327 -0.84
C 0.071 -0.876 -2.700 -0.84
C 0.809 0.504 -0.757 0.99
C -0.216 -0.102 -1.560 0.78
C -0.403 1.141 1.375 0.63
C 0.541 1.289 0.405 -0.11
C -0.614 2.248 2.419 -1.37
C -1.625 -2.306 2.426 -0.88
N -0.946 0.022 1.682 -0.28
O -1.535 0.232 -1.352 -0.44
S -1.232 -1.292 0.937 0.34
H 3.516 -0.380 -2.699 0.27
H 1.592 -1.924 -3.779 0.36
H 2.942 1.134 -0.883 0.32
H -0.763 -1.290 -3.250 0.33
H 1.399 1.997 0.452 0.32
H -2.087 -0.071 -2.090 0.33
H -1.763 2.597 2.499 0.28
H 0.003 3.091 2.190 0.37
H -0.582 1.874 3.371 0.39
H -0.647 -2.656 2.862 0.33
H -2.434 -2.897 2.075 0.37
H -1.994 -1.649 3.250 0.30
```

***

Here is a gas-phase ion, C10H12NS (charge +1) in a non-equilibrium geometry from the Open Molecules 2025 dataset. Energies are from the ωB97M-V functional and the def2-TZVPD basis.

## Properties
highest occupied orbital energy (alpha / beta): -11.5 / -12.8 eV
electronic energy: -840.59702 hartree
HOMO-LUMO gap (alpha / beta): 5.3 / 7.1 eV
relative energy (zero: lowest compared OMol25 entry of this formula, charge and spin): 9.571 eV
total charge: +1
LUMO (alpha / beta): -0.227 / -0.209 Ha
molar mass: 178.28 g mol⁻¹

Geometry as XYZ:
```
24
Properties=species:S:1:pos:R:3:mulliken_charge:R:1
C -1.723 -0.276 0.614 -0.29
C -0.976 -0.642 -0.457 0.20
C -1.074 -1.604 0.709 -0.63
C 0.174 -1.841 1.464 0.34
C 1.415 -2.598 0.956 -0.63
C 1.816 -0.927 -0.178 -0.39
C -0.298 -0.266 -1.570 -0.38
C 1.382 -1.078 1.225 -0.30
C -0.492 3.314 0.107 -0.98
C -1.053 2.435 -1.058 -0.52
N 1.827 -2.255 -0.417 -0.09
S 0.166 1.435 -2.009 0.01
H -2.133 0.609 1.190 0.38
H -1.626 -2.497 0.846 0.48
H -0.014 -1.927 2.601 0.41
H 1.952 -3.387 1.416 0.40
H 2.454 -0.221 -0.660 0.51
H -0.298 2.723 1.058 0.24
H 0.450 3.840 -0.199 0.34
H -1.202 4.028 0.290 0.37
H -1.416 2.992 -1.891 0.46
H -1.934 1.802 -0.835 0.35
H 2.450 -2.709 -0.987 0.22
H 0.153 -0.951 -2.214 0.52
```